Record 1
The following is a DFT calculation (ωB97M-V/def2-TZVPD) of C24H43Cl2F5P2Rh as an isolated structure.

```
77
Properties=species:S:1:pos:R:3:forces:R:3:mulliken_spin:R:1
Rh 0.586 -0.274 0.289 0.87 -1.97 1.05 2.15
Cl 1.140 0.008 -1.989 -0.08 0.32 -1.80 0.28
P -0.262 -2.445 -0.242 0.28 -1.94 0.42 -0.01
C 0.846 -3.484 -1.361 -0.50 -0.39 -0.20 0.01
C -0.490 -3.560 1.245 -0.41 -0.44 -0.84 0.03
C -1.863 -2.529 -1.171 0.21 -0.01 -0.06 0.01
C 2.254 -2.928 -1.368 0.17 0.48 -0.35 0.01
H 0.401 -3.294 -2.350 0.17 0.00 0.09 0.01
C 0.874 -5.008 -1.163 -0.03 -0.14 -0.24 0.01
H 1.384 -5.289 -0.234 -0.11 0.05 -0.11 0.00
H 1.449 -5.445 -1.999 -0.11 0.12 0.32 0.00
H -0.116 -5.480 -1.185 0.28 0.12 0.16 0.00
H 2.201 -1.924 -1.805 0.43 -0.49 0.32 -0.01
H 2.943 -3.525 -1.973 -0.12 -0.16 -0.01 0.00
H 2.671 -2.851 -0.366 0.00 -0.06 0.07 0.01
H -1.604 -1.990 -2.102 -0.12 -0.18 0.27 0.01
C -3.025 -1.787 -0.491 -0.16 0.13 -0.29 0.07
C -2.248 -3.973 -1.513 -0.32 -0.05 -0.20 0.01
H -1.561 -4.434 -2.227 -0.09 0.10 0.13 0.00
H -3.243 -3.985 -1.978 0.07 0.01 0.06 0.00
H -2.300 -4.613 -0.619 0.02 0.24 -0.21 0.00
H -2.697 -0.953 0.142 -0.05 -0.21 -0.11 -0.01
H -3.643 -2.475 0.099 0.21 0.21 -0.04 0.00
H -3.670 -1.384 -1.283 0.01 0.00 0.18 0.00
C 0.740 -3.434 2.120 0.01 0.15 0.37 0.03
H -0.543 -4.581 0.845 0.06 0.05 0.13 -0.01
C -1.775 -3.307 2.034 0.01 0.24 0.42 -0.01
H 1.665 -3.725 1.611 -0.11 0.02 0.06 0.00
H 0.610 -4.038 3.024 0.13 -0.15 -0.07 0.00
H 0.842 -2.403 2.456 0.03 -0.03 -0.01 0.00
H -1.850 -2.238 2.275 -0.17 -0.45 -0.01 0.01
H -1.713 -3.860 2.985 -0.05 0.07 -0.18 0.00
H -2.690 -3.631 1.523 0.34 0.03 0.02 0.00
Cl -0.999 -0.060 2.126 -0.76 0.20 0.35 0.24
H -0.576 0.785 -0.257 -2.01 1.59 -0.32 0.58
P 0.454 2.322 -0.224 1.81 1.89 0.72 0.19
C -0.452 3.128 -1.633 0.20 -0.35 0.06 -0.03
C 0.043 3.445 1.208 0.22 0.17 -0.71 0.01
C 2.233 2.859 -0.610 -0.22 0.71 -0.71 0.09
C -1.809 2.457 -1.843 -0.17 0.02 -0.25 0.12
H 0.207 2.893 -2.486 -0.27 0.08 0.12 0.03
C -0.620 4.653 -1.542 -0.01 0.14 -0.24 0.01
H -1.411 4.943 -0.843 0.08 -0.09 -0.12 0.00
H -0.904 5.011 -2.540 -0.10 0.01 0.15 -0.01
H 0.288 5.196 -1.271 -0.36 -0.20 0.04 0.00
H -1.682 1.424 -2.181 -0.06 0.11 0.15 -0.01
H -2.375 3.004 -2.608 0.01 -0.04 0.02 0.00
H -2.400 2.457 -0.918 0.11 -0.07 -0.25 -0.02
H 2.423 2.223 -1.492 -0.01 0.26 0.27 0.02
C 3.206 2.457 0.488 0.33 -0.63 0.08 0.02
C 2.480 4.317 -1.022 0.46 0.09 -0.38 0.01
H 1.945 4.604 -1.937 0.15 -0.12 0.28 0.01
H 3.551 4.454 -1.259 -0.19 -0.04 0.17 -0.01
H 2.239 5.033 -0.220 0.00 -0.19 -0.18 0.01
H 2.716 1.864 1.255 0.16 0.03 0.01 0.00
H 3.704 3.305 0.966 -0.15 0.06 -0.07 0.00
H 3.979 1.806 0.075 0.13 0.14 -0.01 0.00
C -1.438 3.413 1.543 -0.25 -0.03 0.43 0.01
H 0.322 4.445 0.848 -0.15 -0.01 0.21 -0.01
C 0.892 3.112 2.423 -0.01 -0.03 0.46 0.00
H -2.059 3.921 0.802 0.05 -0.11 0.02 0.00
H -1.584 3.920 2.506 -0.11 -0.04 -0.12 0.00
H -1.775 2.379 1.661 -0.06 0.16 0.00 0.01
H 0.804 2.050 2.671 0.06 0.12 0.03 0.00
H 0.528 3.681 3.286 -0.03 -0.03 -0.02 0.00
H 1.946 3.364 2.295 -0.29 0.00 0.02 0.00
F 3.911 -0.645 -0.470 0.08 -0.37 0.03 0.00
C 3.708 -0.834 0.854 0.16 0.28 0.57 -0.18
C 2.464 -0.564 1.409 0.64 0.74 0.50 0.51
C 2.506 -0.488 2.796 -0.03 -0.25 0.24 -0.22
F 1.399 -0.123 3.497 0.69 -0.21 0.03 0.00
C 3.626 -0.763 3.580 -0.12 0.21 -0.13 0.00
F 3.550 -0.675 4.921 0.08 -0.03 0.01 0.00
C 4.839 -1.083 2.984 -0.70 -0.11 -0.16 0.00
F 5.933 -1.342 3.720 -0.13 0.02 -0.15 0.00
C 4.855 -1.141 1.602 -0.39 0.23 -0.44 0.01
F 6.000 -1.427 0.965 0.30 -0.01 -0.05 0.00
```
Forces are in eV/Å.

Computed properties:
highest occupied orbital energy (alpha / beta)	-1.56 / -4.78	eV
spin multiplicity	5
charge	-1
LUMO energy (alpha / beta)	2.859 / 1.567	eV
max |F|	2.7	eV Å⁻¹

Record 2
The following is a DFT calculation (ωB97M-V/def2-TZVPD) of C2H6P2 as an isolated structure.

```
10
Properties=species:S:1:pos:R:3:forces:R:3:nbo_charge:R:1
C 0.306 -0.811 0.689 -0.91 0.66 -0.19 -0.66
C -0.371 0.014 -0.410 -3.48 -2.72 -1.37 -0.75
P -0.958 0.422 1.375 1.66 0.31 -0.73 0.45
P 0.675 0.879 -1.710 -1.42 -1.10 0.12 0.37
H 0.313 -1.884 0.768 -0.94 -0.33 -0.19 0.24
H 1.303 -0.532 0.975 0.38 0.72 -0.14 0.22
H -1.387 -0.626 -1.068 3.38 1.78 2.29 0.24
H -2.130 -0.326 1.562 -0.14 -0.52 -0.60 -0.04
H 1.727 0.691 -0.886 1.68 0.04 0.51 -0.04
H 0.521 2.173 -1.296 -0.22 1.16 0.29 -0.03
```
Forces are in eV/Å.

Computed properties:
highest occupied orbital energy	-9.19	eV
spin multiplicity	1
charge	0
LUMO energy	0.966	eV
max |F|	4.6	eV Å⁻¹

Record 3
The following is a DFT calculation (ωB97M-V/def2-TZVPD) of C2H2OS in the gas phase.

```
6
Properties=species:S:1:pos:R:3:forces:R:3:nbo_charge:R:1
O 1.180 0.272 -1.555 -2.24 0.12 2.05 -0.48
C 0.631 -0.113 -0.531 0.77 -0.50 -0.15 0.39
C -0.686 0.256 0.340 1.46 0.08 -1.43 -0.40
S -0.804 -0.397 1.797 0.02 0.17 -0.43 0.17
H 1.099 -0.940 0.042 0.08 0.03 -0.03 0.10
H -1.420 0.923 -0.094 -0.10 0.11 -0.01 0.21
```
Forces are in eV/Å.

Computed properties:
highest occupied orbital energy	-9.63	eV
spin multiplicity	1
charge	0
LUMO energy	-1.561	eV
max |F|	3.0	eV Å⁻¹